# C4H8NO2

The ion C4H8NO2 with charge -1 in a non-equilibrium geometry (wB97M-V/def2-TZVPD, OMol25).

Properties
SMILES: O=CNCCC[O-]
Kohn-Sham gap, eV: 6.2
HOMO energy, hartree: -0.09039
Total charge: -1
Relative energy (zero: lowest compared OMol25 entry of this formula, charge and spin), eV: 2.6122

```
15
Properties=species:S:1:pos:R:3:forces:R:3
O -0.782329 -2.431290 -2.344544 0.56 -0.42 -0.02
C 0.070937 -1.769076 -1.770817 -0.61 0.96 -0.24
N -0.205253 -0.777424 -0.913257 1.33 -0.24 -0.52
C 0.801320 0.147814 -0.405599 -1.43 1.49 1.59
C 0.480397 0.393834 1.148068 0.88 1.86 -3.30
C -0.922889 1.067814 1.323298 -0.54 -0.18 1.09
O -1.276719 1.108681 2.608821 -0.39 -0.41 0.09
H 1.169677 -1.805514 -1.955466 -0.27 -0.56 -0.03
H -1.158629 -0.487604 -0.773360 -0.20 -0.19 0.19
H 1.841602 -0.132647 -0.577323 -0.24 -0.53 -0.17
H 0.645708 1.146062 -0.895847 0.21 -0.73 0.19
H 1.130097 1.259508 1.349047 0.30 -0.57 0.67
H 0.791294 -0.486836 1.683538 -0.59 -0.23 0.65
H -1.701481 0.654134 0.582425 0.24 -0.45 0.45
H -0.883730 2.112539 0.941014 0.77 0.20 -0.64
```
Positions in Å, forces in eV/Å.

=====

# C8H8N2O2S

A cluster of 2 separate species, C8H8N2O2S in total in a non-equilibrium geometry (wB97M-V/def2-TZVPD, OMol25).

Properties
Kohn-Sham gap, eV: 8.7
HOMO energy, hartree: -0.34116
Relative energy (zero: lowest compared OMol25 entry of this formula, charge and spin), eV: 6.3592

```
21
Properties=species:S:1:pos:R:3:forces:R:3
C -2.312531 0.844091 0.121449 -0.71 2.71 1.84
C -1.892406 -0.443691 0.239730 -3.21 0.05 -1.42
C -1.375615 1.891417 0.095187 -1.19 -2.34 -0.72
C -0.671873 -0.780314 -0.167734 3.58 -3.13 0.30
C -0.104352 1.498555 -0.197276 2.68 2.09 -0.07
C 0.280794 0.183385 -0.439486 0.53 -0.40 0.07
C 1.494112 -3.352674 2.765574 0.19 -0.14 -0.04
C 1.698889 -0.246271 -0.835829 -0.74 0.52 1.34
N 2.272475 -1.158967 0.118534 -0.44 -1.10 1.20
N 3.397106 -0.845893 0.545887 -1.65 -2.45 0.92
O 3.911922 -1.690568 1.579487 -0.02 -0.24 -0.50
O 4.103344 0.044966 0.242263 2.04 1.93 -0.21
S 0.706023 -4.502648 3.364611 -0.14 0.00 0.05
H -3.362020 1.077881 0.332600 0.31 -0.08 -0.26
H -2.733581 -1.106363 0.242900 0.11 -1.03 0.64
H -1.636999 2.906177 0.208418 -0.26 0.93 0.13
H -0.306313 -1.866237 -0.084888 -0.72 1.63 -0.53
H 0.630190 2.357993 -0.153884 -0.37 -1.35 -0.48
H 3.373165 -2.530102 1.674143 -0.10 1.52 -0.50
H 1.839024 -0.721269 -1.753049 -0.78 -1.00 -1.89
H 2.321791 0.579194 -0.950545 0.93 1.89 0.12
```
Positions in Å, forces in eV/Å.

=====

# C27H57F2NO7Si

A cluster of 7 separate species, C27H57F2NO7Si in total in a non-equilibrium geometry (wB97M-V/def2-TZVPD, OMol25).

Properties
SMILES: C[Si](C)(CCC(F)(F)[C@H]1CNC(=O)C1)c1ccccc1.CCO.CCO.CCO.CCO.CCO.CCO
Kohn-Sham gap, eV: 8.7
HOMO energy, hartree: -0.30218

```
95
Properties=species:S:1:pos:R:3:forces:R:3
C -0.018935 -2.761019 -0.164203 0.15 -0.45 0.01
Si -0.861675 -1.032314 -0.177514 0.17 -0.22 0.67
C -1.538374 -0.675015 1.613054 0.42 0.64 -0.42
C -2.388021 -1.044401 -1.354629 -0.94 -0.96 0.07
C -3.634162 -0.383038 -0.591968 -0.28 0.33 -1.64
C -4.960511 -0.246550 -1.521901 0.43 -0.20 0.77
F -4.655783 0.145985 -2.861612 -0.72 -0.67 2.44
F -5.561134 -1.568120 -1.608974 0.90 2.37 -0.08
C -5.947991 0.754294 -0.754908 -0.27 -0.32 -0.05
C -5.826580 2.337619 -0.983592 -0.28 -1.43 -0.08
N -7.007845 2.826636 -0.156188 0.83 -1.36 2.22
C -7.939522 1.715853 0.239414 -0.92 -0.77 0.50
O -8.818790 1.763365 1.130252 3.48 0.18 -3.37
C -7.516325 0.447817 -0.697595 0.16 0.77 1.33
C 0.400591 0.370492 -0.539787 2.27 3.15 -0.70
C 1.915078 0.145890 -0.921485 -1.98 4.23 0.61
C 2.790401 1.413539 -1.130470 -2.83 0.39 0.88
C 2.231732 2.864511 -0.967935 -2.41 -2.99 0.49
C 0.731986 3.080448 -0.614556 1.64 -3.50 -0.30
C -0.157915 1.835436 -0.401003 3.33 -0.39 -0.81
H -0.770127 -3.556132 0.213985 1.22 1.25 -0.54
H 0.362047 -3.078266 -1.204765 -0.43 0.47 1.74
H 0.856044 -2.684310 0.581574 -1.20 -0.36 -1.19
H -2.381523 -1.390089 1.910366 1.29 1.12 -0.16
H -0.628538 -0.715534 2.302423 -1.47 -0.09 -0.61
H -1.885395 0.428008 1.589558 0.30 -1.80 0.34
H -2.658477 -2.160835 -1.509251 0.46 1.68 0.07
H -2.172995 -0.601625 -2.385425 -0.51 -0.39 1.49
H -3.329419 0.688861 -0.285790 -0.73 -1.66 -0.28
H -3.986070 -1.001483 0.316477 0.75 1.12 -1.44
H -5.620879 0.650636 0.350929 -0.49 -0.07 -1.67
H -4.817853 2.638048 -0.508630 -1.75 0.06 -0.99
H -5.942771 2.699550 -2.059790 0.35 -0.69 1.49
H -6.514283 2.951962 0.755631 -1.08 0.92 -0.54
H -8.151559 0.575161 -1.635418 1.20 -0.52 0.93
H -7.662473 -0.554145 -0.152209 -0.24 1.67 -1.02
H 2.327247 -0.912480 -1.024042 -0.65 1.80 0.08
H 3.893935 1.295534 -1.381693 -1.74 0.22 0.33
H 2.921188 3.775381 -1.098665 -1.17 -1.72 0.18
H 0.311133 4.133057 -0.494018 0.65 -1.73 -0.25
H -1.264537 1.981391 -0.116665 1.95 -0.22 -0.52
C 7.538353 0.763057 0.480568 -0.07 -0.07 0.10
C 6.235990 0.452828 -0.229892 0.44 0.07 -0.06
O 5.993253 1.411466 -1.255315 -0.05 0.09 -0.20
H 7.507430 1.764106 0.918271 -0.06 -0.12 0.03
H 7.733223 0.038141 1.273084 0.09 0.11 -0.06
H 8.376143 0.748545 -0.222885 0.00 -0.13 0.06
H 5.399599 0.489757 0.471467 -0.05 0.10 -0.21
H 6.265051 -0.544536 -0.680969 -0.04 -0.10 0.16
H 6.731848 1.367271 -1.876732 -0.17 0.04 0.14
C 0.904345 7.766794 0.036363 0.13 0.07 -0.07
C -0.488483 7.275622 -0.305057 0.19 0.05 0.31
O -0.634430 5.910343 0.070373 -0.18 -0.06 0.04
H 1.659454 7.165236 -0.476342 -0.10 0.07 -0.04
H 1.031161 8.812842 -0.252299 0.04 -0.04 0.06
H 1.095858 7.672322 1.109299 -0.06 0.11 -0.03
H -0.667722 7.351267 -1.379392 -0.06 -0.19 0.11
H -1.249351 7.866475 0.214460 0.01 0.14 -0.12
H -0.483425 5.851922 1.023531 -0.04 -0.02 -0.20
C -9.167722 -3.184732 -2.438576 -0.14 0.12 -0.03
C -8.717801 -4.434615 -1.708608 0.26 0.26 -0.20
O -7.882268 -5.220886 -2.548977 0.07 -0.20 -0.03
H -9.711694 -3.447257 -3.349655 -0.02 -0.03 0.13
H -9.815425 -2.574351 -1.804223 0.04 0.03 -0.06
H -8.305935 -2.583561 -2.743708 -0.02 0.02 0.13
H -9.579209 -5.042667 -1.424677 0.17 -0.10 -0.09
H -8.161827 -4.178186 -0.800945 -0.16 0.06 0.11
H -7.118124 -4.679826 -2.788559 -0.17 -0.13 0.05
C 0.422880 -2.978281 6.155587 -0.05 -0.15 0.08
C 0.383467 -2.407408 4.751820 0.17 0.18 0.32
O -0.093185 -1.067373 4.778790 -0.07 0.13 -0.09
H -0.572280 -2.954670 6.607060 0.05 -0.05 -0.11
H 0.782231 -4.010146 6.147702 0.01 0.05 0.06
H 1.078555 -2.382427 6.797364 0.07 -0.09 -0.06
H -0.288797 -2.992065 4.120222 -0.01 0.21 -0.02
H 1.379802 -2.417433 4.297995 0.00 -0.20 -0.04
H 0.510679 -0.553967 5.331472 -0.15 -0.09 -0.14
C 2.986437 -1.605824 -4.965450 0.13 0.13 -0.06
C 2.876392 -2.640788 -3.863496 -0.29 0.12 -0.30
O 1.780061 -2.334587 -3.009707 -0.07 -0.14 0.14
H 3.122037 -0.607418 -4.541433 0.04 -0.11 0.02
H 3.828853 -1.826276 -5.625545 -0.07 0.03 -0.02
H 2.070073 -1.577141 -5.562270 0.08 -0.09 -0.04
H 3.784381 -2.651082 -3.256695 -0.18 0.00 0.11
H 2.728605 -3.641948 -4.280891 0.20 -0.03 -0.04
H 0.978389 -2.334656 -3.549821 0.18 0.06 0.12
C 10.423761 -1.986071 3.896107 -0.05 -0.16 0.08
C 10.390192 -1.413459 2.492911 0.19 0.18 0.34
O 9.905318 -0.076162 2.518603 -0.03 0.13 -0.08
H 9.425526 -1.969057 4.341074 0.05 -0.05 -0.11
H 10.789311 -3.015713 3.889186 0.01 0.06 0.06
H 11.071589 -1.387244 4.542975 0.07 -0.09 -0.07
H 9.725604 -2.001279 1.856104 -0.01 0.21 -0.02
H 11.389352 -1.416885 2.045715 -0.01 -0.20 -0.04
H 10.502497 0.439900 3.075997 -0.16 -0.10 -0.13
```
Positions in Å, forces in eV/Å.

=====

> Among the records above, which one has the highest HOMO energy?

C4H8NO2

=====

> Among the records above, which one has the highest HOMO energy?

C4H8NO2

=====

> Which formula does entry 2 have?

C8H8N2O2S